No. 1
{
  "formula": "C30H65INO11P2S2",
  "method": "ωB97M-V with the def2-TZVPD basis set",
  "e_lumo_ev": -5.334,
  "energy_ha": -3840.98173,
  "gap_ha": 0.20505,
  "homo_energy_ev": -10.91,
  "charge": 1,
  "elements": ["O", "H", "H", "H", "H", "C", "P", "H", "H", "C", "O", "H", "H", "H", "H", "S", "H", "H", "C", "O", "H", "C", "H", "H", "H", "H", "H", "O", "H", "H", "I", "C", "H", "H", "O", "C", "C", "C", "O", "C", "H", "H", "H", "H", "H", "C", "O", "H", "H", "C", "H", "O", "H", "H", "H", "H", "C", "H", "H", "H", "H", "H", "C", "C", "H", "C", "H", "C", "C", "H", "H", "H", "C", "O", "H", "C", "C", "H", "H", "C", "H", "H", "C", "C", "H", "S", "H", "N", "H", "H", "C", "C", "H", "H", "O", "H", "C", "H", "O", "H", "H", "C", "C", "H", "C", "H", "H", "P", "H", "C", "H", "H"],
  "positions_angstrom": [[6.468, 0.633, -10.088], [-6.633, -3.177, -6.805], [-5.216, -5.426, -6.409], [-6.747, -0.006, 6.875], [-2.151, -0.127, 0.886], [5.759, -1.460, -6.356], [-1.987, -1.239, 2.888], [5.586, -3.471, -8.365], [4.155, 1.738, 2.665], [-3.186, -2.374, 10.524], [-4.911, -0.059, 4.391], [-5.060, -0.124, 7.476], [0.141, 3.663, 4.095], [-4.796, -2.510, 6.268], [-3.145, -3.304, 9.952], [0.850, -5.011, 2.317], [-0.964, -0.447, 8.645], [3.320, 6.585, 3.979], [-5.695, -2.632, -6.678], [2.484, -2.115, -1.049], [6.137, 3.682, -9.717], [1.880, -2.242, -2.113], [3.597, -0.098, 0.064], [2.854, 4.895, 3.688], [6.507, -1.902, -5.694], [2.572, -2.785, -4.063], [4.274, -4.374, -7.574], [-3.201, -2.450, 2.512], [-1.089, -2.220, 8.604], [5.223, 1.592, -7.428], [0.653, -0.776, 5.342], [-2.646, -1.239, 9.695], [-6.280, -1.123, -1.510], [2.018, 6.193, 2.808], [-3.347, -0.271, 9.405], [6.100, 1.569, -9.380], [2.980, 5.877, 3.220], [6.820, 2.891, -9.396], [-4.346, -2.978, -4.739], [-5.336, -1.442, -1.060], [5.863, -4.273, -6.784], [-5.551, 1.235, 6.440], [0.398, -2.654, 0.989], [3.811, 2.400, 1.033], [-3.104, 0.077, -3.271], [3.166, -0.374, 1.030], [-3.535, 0.104, -0.802], [-0.551, 0.070, 1.485], [-2.607, -2.468, 11.446], [-5.313, -0.619, 5.410], [-5.413, -1.335, 0.027], [1.301, 0.828, 1.911], [-2.110, 7.258, 4.551], [0.123, -2.954, -1.131], [-0.550, -1.384, 10.098], [2.758, 2.807, 2.406], [-2.250, 6.174, 4.495], [4.145, 2.163, -8.744], [-6.483, -2.393, 5.666], [-3.660, -5.241, -5.570], [-4.229, -2.168, 10.785], [3.941, -0.760, 1.696], [-3.944, -0.590, -3.049], [-4.338, -4.785, -6.299], [1.969, -1.101, -3.921], [4.912, 1.437, -8.464], [-1.297, 3.567, 5.136], [-5.442, -2.118, 5.478], [-0.911, 5.507, 4.319], [-0.191, -1.987, -2.589], [-5.231, -2.442, -7.649], [3.551, -1.547, -3.246], [-5.695, 0.167, 6.635], [0.126, 6.164, 4.257], [2.419, -1.158, 0.869], [4.315, 7.032, 1.348], [-4.211, -0.581, -1.568], [5.296, -0.610, -5.844], [-2.715, 5.833, 5.423], [0.462, -2.747, -2.151], [2.274, -2.625, 2.534], [-3.683, -1.601, -3.373], [3.371, 2.018, 1.957], [4.702, -2.479, -6.688], [7.215, 3.111, -8.402], [-0.420, -2.401, 3.878], [-2.893, 5.947, 3.641], [-1.348, -0.618, 1.344], [-4.825, -0.233, -3.588], [4.492, 0.430, -8.558], [-1.217, -1.336, 9.233], [-4.756, -3.425, -5.809], [4.715, 7.792, 2.024], [-1.475, 3.682, 3.354], [3.523, -2.297, -6.388], [7.655, 2.841, -10.103], [5.143, -3.730, -7.400], [-3.814, -4.691, -7.253], [4.556, 4.712, 1.857], [-5.132, -2.553, 4.522], [-5.909, -1.671, -6.199], [2.530, -1.898, -3.427], [-0.892, 4.005, 4.220], [-5.137, -2.490, -1.295], [2.504, 0.825, 1.656], [-4.079, -1.969, 2.692], [0.413, -3.672, -2.731], [0.911, -3.028, 2.295], [5.068, 6.810, 0.585], [4.000, 5.777, 2.118], [6.229, -1.100, -7.275], [3.413, 7.400, 0.853]],
  "lowdin_charge": [0.0485, 0.0903, 0.0896, 0.0937, 0.0219, -0.0254, 0.6635, 0.0914, 0.1004, -0.0221, 0.0155, 0.0682, 0.0737, 0.0888, 0.0867, 0.1350, 0.0665, 0.0959, -0.0172, 0.0106, 0.0869, -0.4562, 0.0971, 0.0727, 0.0893, 0.0816, 0.0857, -0.3670, 0.0792, 0.0812, 0.5601, -0.4878, 0.0915, 0.0730, 0.0436, -0.4940, -0.0307, -0.0267, 0.0252, -0.0133, 0.0878, 0.0904, -0.0328, 0.0925, 0.0866, -0.0394, 0.0151, 0.0264, 0.0906, -0.4821, 0.0737, -0.0169, 0.0874, 0.0558, 0.0912, 0.0685, -0.0225, 0.0882, 0.0954, 0.0850, 0.0882, 0.0971, -0.0237, -0.0210, 0.0961, -0.0329, 0.0860, -0.0135, -0.4780, 0.0908, 0.0908, 0.0870, -0.0104, 0.0436, 0.0072, -0.0230, -0.4690, 0.0790, 0.0881, -0.0062, -0.0082, 0.0541, -0.0183, -0.4828, 0.0859, -0.0232, 0.0883, -0.1925, 0.0910, 0.0793, -0.0341, -0.4701, 0.0887, 0.0883, 0.0313, 0.0868, -0.0201, 0.0898, 0.0302, 0.0628, 0.0823, -0.0213, -0.0211, 0.0919, -0.4603, 0.0493, 0.0960, 0.0943, 0.0845, -0.4764, 0.0810, 0.0879]
}

=====

No. 2
{
  "formula": "C30H67Cl4FSi",
  "method": "ωB97M-V with the def2-TZVPD basis set",
  "e_lumo_ev": 0.384,
  "energy_ha": -3413.53178,
  "gap_ha": 0.39889,
  "homo_energy_ev": -10.47,
  "smiles": "C[C@H](Cl)[C@@H](Cl)[Si@@](F)(Cl)C[C@@H](C)Cl.CCCCCC.CCCCCC.CCCCCC.CCCCCC",
  "elements": ["H", "H", "Cl", "H", "C", "H", "C", "C", "H", "C", "H", "H", "C", "F", "H", "C", "H", "C", "C", "Si", "C", "H", "H", "H", "H", "C", "C", "Cl", "C", "H", "H", "C", "H", "C", "H", "C", "H", "H", "H", "H", "H", "H", "H", "H", "H", "H", "H", "C", "H", "H", "H", "H", "H", "H", "C", "C", "H", "H", "H", "H", "H", "H", "H", "H", "H", "C", "H", "C", "H", "H", "H", "H", "C", "C", "H", "H", "H", "C", "C", "H", "H", "C", "H", "H", "C", "H", "H", "H", "C", "H", "H", "C", "H", "H", "H", "H", "H", "H", "Cl", "H", "Cl", "C", "C"],
  "positions_angstrom": [[-6.910, -2.730, -2.116], [5.478, -2.902, 4.731], [4.330, -6.912, 3.252], [-2.236, -2.250, -1.513], [-1.255, -1.929, -1.870], [4.903, 0.880, 4.274], [0.710, 0.201, -3.039], [-4.171, 0.751, -1.425], [-2.020, -6.107, 2.287], [5.815, 0.527, 7.613], [-5.246, -0.245, 0.942], [-3.921, 1.602, -2.063], [-0.076, 1.494, -2.821], [2.970, -8.365, 1.111], [-6.676, -1.044, -2.519], [1.210, -6.962, 2.951], [-6.928, 0.033, 0.567], [-0.591, 9.651, -3.982], [-1.371, -1.298, -3.254], [2.753, -7.006, 1.891], [-0.169, 6.559, -3.713], [1.489, 7.885, -3.413], [-0.947, 3.153, -3.899], [-0.725, 4.604, -1.784], [-1.011, 6.174, -1.017], [2.164, -4.303, 1.041], [-0.973, -5.820, 2.201], [4.705, -5.150, 0.569], [-1.393, 5.468, -1.757], [-1.070, 1.621, -4.757], [-0.898, -5.325, 1.236], [4.772, 0.480, 5.283], [-3.418, 0.691, -0.636], [6.130, -1.492, 3.258], [-0.710, -5.164, 3.024], [-0.246, 8.924, -2.686], [6.044, 2.006, 6.080], [-6.298, 1.015, -1.642], [-8.784, -2.127, -0.571], [3.686, -1.222, 4.563], [-9.085, -1.580, -2.221], [-2.210, 6.946, -3.096], [0.314, 9.904, -4.539], [4.273, -1.409, 6.197], [-0.854, -1.224, -1.139], [5.780, -0.556, 7.740], [-2.371, 5.128, -1.412], [-1.510, 6.107, -3.138], [-2.055, -0.447, -3.211], [0.998, -0.203, -2.064], [1.194, -5.992, 3.439], [1.479, -2.907, -0.498], [-1.830, -2.025, -3.930], [6.954, -2.124, 2.922], [4.550, -1.031, 5.208], [-0.141, -7.116, 2.207], [1.312, -7.744, 3.701], [-5.030, -1.901, -0.847], [4.906, 0.953, 8.044], [-0.186, -0.520, -4.865], [6.604, -1.713, 5.348], [5.290, -1.649, 2.577], [-5.601, 1.863, -0.281], [-8.585, -0.421, -0.995], [2.688, -5.864, -0.349], [-8.442, -1.443, -1.350], [-0.604, -2.806, -1.898], [-6.031, -1.597, -0.526], [6.454, -0.454, 3.168], [3.165, -3.394, -0.695], [-4.100, -0.150, -2.036], [-0.734, -7.824, 2.773], [5.739, -1.841, 4.691], [-6.985, -1.716, -1.713], [-1.951, 5.377, -3.824], [0.621, -1.749, -3.925], [1.647, 0.437, -3.552], [-5.567, 0.921, -0.834], [2.935, -5.558, 0.664], [-6.329, -2.317, 0.242], [2.731, -2.267, 0.561], [0.551, 7.638, -2.904], [6.664, 0.897, 8.189], [-1.163, 8.713, -2.129], [5.955, 0.919, 6.144], [0.839, 7.234, -1.929], [0.482, 2.467, -4.678], [6.888, 0.512, 5.744], [-5.963, -0.209, 0.114], [0.347, 9.593, -2.057], [0.492, 5.690, -3.795], [-0.422, 2.221, -4.116], [-1.230, 9.046, -4.627], [3.859, 0.944, 5.672], [-0.993, 1.291, -2.259], [-0.325, 6.912, -4.736], [0.525, 2.160, -2.196], [1.104, -4.538, 0.970], [0.007, -7.795, 0.554], [-1.123, 10.579, -3.770], [2.589, -3.710, 2.676], [2.396, -3.154, 0.035], [-0.028, -0.871, -3.841]],
  "lowdin_charge": [0.1038, 0.1008, 0.3331, 0.0602, -0.1106, 0.1007, -0.2246, -0.1168, 0.0764, -0.1134, 0.1092, 0.0703, -0.2650, -0.1460, 0.0981, -0.2804, 0.1008, -0.1129, -0.2653, 0.0415, -0.2290, 0.1093, 0.0477, 0.0612, 0.0669, -0.7833, -0.1219, 0.5635, -0.1055, 0.0687, 0.0538, -0.2304, 0.0780, -0.1073, 0.0785, -0.2714, 0.1030, 0.0997, 0.0746, 0.0941, 0.0687, 0.0991, 0.0745, 0.1015, 0.0673, 0.0646, 0.0699, -0.2722, 0.0807, 0.0961, 0.0406, 0.0591, 0.1078, 0.0707, -0.2318, -0.7486, 0.0826, 0.0917, 0.0739, 0.1020, 0.0987, 0.0603, 0.1046, 0.0649, 0.0787, -0.1121, 0.0641, -0.2291, 0.0654, 0.0559, 0.0551, 0.0853, -0.2674, -0.2705, 0.0939, 0.1088, 0.1106, -0.2655, -0.7333, 0.1093, 0.0566, -0.2295, 0.0680, 0.0977, -0.2718, 0.1010, 0.0789, 0.0980, -0.2276, 0.1036, 0.1052, -0.0981, 0.0646, 0.1086, 0.0900, 0.1020, 0.1021, 0.0739, 0.6353, 0.0683, 0.6407, -0.1291, -0.2240]
}